This record from the OMol25 dataset describes C31H28BiI2NP2 as an isolated structure. The level of theory is wB97M-V/def2-TZVPD.

Computed properties:
Frontier orbital gap ... 6.400 eV
Total charge ... +2
Energy above the lowest of the compared OMol25 structures with the same formula, charge and spin ... 0.2423 eV

Last column: natural (NBO) charge in e.
CARTESIAN COORDINATES (ANGSTROEM)
Bi (0.03, -0.16, 0.39)  1.16
C (1.41, 2.40, -1.01)  -0.74
P (0.01, 2.52, 0.19)  1.08
C (-1.43, 3.29, -0.53)  -0.36
C (-1.72, 3.08, -1.88)  -0.21
C (-2.85, 3.65, -2.43)  -0.18
C (-3.70, 4.42, -1.64)  -0.15
C (-3.41, 4.62, -0.30)  -0.19
C (-2.28, 4.06, 0.27)  -0.20
C (0.64, 3.45, 1.58)  -0.45
C (1.04, 2.82, 2.75)  -0.17
C (1.61, 3.56, 3.78)  -0.20
C (1.78, 4.93, 3.63)  -0.15
C (1.38, 5.56, 2.46)  -0.21
C (0.81, 4.83, 1.43)  -0.12
C (2.47, 1.67, -0.24)  0.07
C (3.69, 2.06, 0.24)  -0.24
C (4.06, 1.12, 1.24)  -0.25
C (3.06, 0.19, 1.33)  0.09
C (2.85, -0.93, 2.30)  -0.74
P (1.06, -1.22, 2.60)  1.08
C (0.69, -2.95, 2.33)  -0.46
C (-0.29, -3.58, 3.10)  -0.19
C (-0.61, -4.91, 2.84)  -0.20
C (0.05, -5.60, 1.83)  -0.15
C (1.02, -4.97, 1.06)  -0.21
C (1.34, -3.65, 1.31)  -0.14
C (0.57, -0.73, 4.25)  -0.46
C (-0.47, 0.17, 4.48)  -0.18
C (-0.82, 0.49, 5.78)  -0.19
C (-0.14, -0.08, 6.85)  -0.15
C (0.90, -0.98, 6.62)  -0.21
C (1.26, -1.31, 5.32)  -0.12
N (2.10, 0.50, 0.39)  -0.71
H (1.09, 1.90, -1.93)  0.25
H (1.73, 3.41, -1.28)  0.29
H (-1.06, 2.49, -2.51)  0.22
H (-3.08, 3.50, -3.48)  0.24
H (-4.58, 4.87, -2.08)  0.24
H (-4.07, 5.23, 0.31)  0.24
H (-2.06, 4.22, 1.31)  0.23
H (0.93, 1.75, 2.86)  0.20
H (1.93, 3.06, 4.69)  0.23
H (2.22, 5.50, 4.43)  0.24
H (1.51, 6.63, 2.35)  0.24
H (0.49, 5.33, 0.53)  0.22
H (4.24, 2.94, -0.05)  0.24
H (4.96, 1.14, 1.83)  0.24
H (3.29, -1.88, 2.00)  0.27
H (3.28, -0.66, 3.27)  0.28
H (-0.79, -3.05, 3.90)  0.24
H (-1.35, -5.41, 3.45)  0.24
H (-0.20, -6.64, 1.65)  0.24
H (1.53, -5.52, 0.28)  0.24
H (2.10, -3.17, 0.70)  0.21
H (-1.00, 0.62, 3.65)  0.21
H (-1.63, 1.19, 5.96)  0.24
H (-0.42, 0.18, 7.86)  0.24
H (1.42, -1.42, 7.45)  0.25
H (2.06, -2.02, 5.15)  0.22
I (-3.09, -0.97, 1.85)  0.19
C (-3.43, -2.83, 0.86)  -0.70
I (-2.13, -3.24, -0.75)  0.21
H (-4.45, -2.80, 0.49)  0.25
H (-3.31, -3.61, 1.61)  0.24

---

This record from the OMol25 dataset describes C6H6O2 as an isolated structure. The level of theory is wB97M-V/def2-TZVPD.

Computed properties:
Frontier orbital gap ... 9.198 eV
Total charge ... 0
Energy above the lowest of the compared OMol25 structures with the same formula, charge and spin ... 7.0796 eV

Last column: natural (NBO) charge in e.
CARTESIAN COORDINATES (ANGSTROEM)
C (-1.14, 0.14, 0.83)  0.03
C (-0.79, -1.20, 0.22)  -0.30
C (0.26, -1.40, -0.57)  -0.12
C (1.43, -0.38, -0.39)  -0.01
C (0.70, 0.97, -0.59)  0.01
C (-0.19, 1.37, 0.50)  0.02
H (-1.51, 0.25, 1.82)  0.21
H (-1.68, -1.88, 0.33)  0.24
H (0.32, -2.20, -1.65)  0.23
H (1.82, -0.58, 0.60)  0.17
H (0.10, 0.61, -1.52)  0.21
H (0.06, 2.24, 1.26)  0.22
O (-1.55, 1.30, -0.02)  -0.48
O (2.18, 0.77, -0.80)  -0.42

---

This record from the OMol25 dataset describes a 2-piece molecular cluster, C5H10NP overall. The level of theory is wB97M-V/def2-TZVPD.

Computed properties:
Frontier orbital gap (alpha / beta) ... 8.000 / 8.038 eV
Total charge ... 0
Energy above the lowest of the compared OMol25 structures with the same formula, charge and spin ... 3.1304 eV

Last column: natural (NBO) charge in e.
CARTESIAN COORDINATES (ANGSTROEM)
C (3.02, -0.09, 0.17)  -0.11
C (-0.98, -1.09, 0.06)  -0.60
C (0.39, 0.48, 1.50)  -0.61
C (0.03, 0.95, -0.90)  -0.59
C (0.29, -0.22, 0.13)  -0.40
N (3.74, 0.66, 0.67)  -0.29
P (1.74, -1.19, -0.35)  0.69
H (-1.11, -1.80, 0.87)  0.22
H (-1.84, -0.42, 0.13)  0.22
H (-1.05, -1.54, -0.86)  0.21
H (1.26, 0.19, 2.19)  0.23
H (-0.51, 0.32, 1.98)  0.21
H (0.41, 1.62, 1.29)  0.22
H (-0.11, 0.40, -1.79)  0.21
H (-0.79, 1.59, -0.51)  0.21
H (0.80, 1.63, -1.10)  0.22
H (2.56, -0.97, -2.54)  -0.03

---

This record from the OMol25 dataset describes C16H34N2O14Zr2 as an isolated structure. The level of theory is wB97M-V/def2-TZVPD.

Computed properties:
Frontier orbital gap ... 4.958 eV
Total charge ... +2

Last column: Löwdin charge in e.
CARTESIAN COORDINATES (ANGSTROEM)
Zr (-1.05, 0.57, -2.35)  2.14
Zr (-2.23, 3.83, 0.32)  2.16
O (-2.84, -0.67, -2.33)  -0.40
C (-3.80, -0.32, -1.35)  -0.24
C (-3.71, 1.27, -0.91)  -0.22
O (-2.46, 2.02, -1.11)  -0.53
H (-3.40, -0.88, -0.51)  0.11
H (-4.84, -0.50, -1.62)  0.13
H (-4.05, 1.35, 0.12)  0.09
H (-4.45, 1.78, -1.52)  0.10
O (-0.30, 4.36, -0.49)  -0.36
C (0.88, 4.20, -1.29)  -0.19
C (0.84, 3.50, -2.74)  -0.22
O (0.01, 2.35, -2.99)  -0.45
H (1.51, 3.51, -0.72)  0.10
H (1.51, 5.08, -1.41)  0.13
H (1.82, 3.10, -3.03)  0.11
H (0.58, 4.16, -3.56)  0.11
O (-1.41, 2.44, 1.84)  -0.36
C (-0.79, 1.19, 2.07)  -0.25
C (0.25, 0.60, 1.01)  -0.24
O (-0.11, 0.34, -0.36)  -0.39
H (-1.54, 0.40, 2.07)  0.11
H (-0.33, 1.08, 3.05)  0.11
H (0.63, -0.32, 1.47)  0.10
H (1.10, 1.27, 1.03)  0.11
C (-3.65, 1.07, 4.38)  0.04
N (-5.09, 1.19, 4.06)  -0.45
O (-5.31, 1.53, 2.92)  0.04
O (-5.89, 0.87, 4.93)  0.11
H (-3.55, 1.63, 5.31)  0.11
H (-2.97, 1.49, 3.64)  0.05
H (-3.51, -0.01, 4.42)  0.12
C (0.91, 2.27, 5.86)  -0.01
N (1.29, 1.62, 7.06)  -0.42
O (1.36, 0.39, 7.18)  0.07
O (1.69, 2.41, 7.98)  0.05
H (-0.13, 2.04, 5.64)  0.09
H (1.56, 1.80, 5.12)  0.11
H (0.95, 3.36, 5.92)  0.11
O (1.46, -0.11, -2.85)  -0.04
C (2.66, -0.29, -2.72)  -0.45
O (3.39, -1.25, -3.34)  0.01
C (2.77, -2.17, -4.22)  -0.22
C (3.61, -3.44, -4.34)  -0.04
C (3.38, 0.51, -1.63)  0.06
H (2.75, -1.64, -5.18)  0.13
H (1.72, -2.32, -4.00)  0.11
H (3.44, -4.15, -3.54)  0.07
H (4.64, -3.15, -4.54)  0.09
H (3.40, -3.95, -5.28)  0.09
H (3.43, -0.15, -0.77)  0.10
H (2.80, 1.39, -1.36)  0.07
H (4.35, 0.86, -1.98)  0.10
O (-0.29, -1.85, -2.09)  -0.07
C (-0.37, -3.08, -1.79)  -0.43
O (0.56, -3.87, -1.28)  0.05
C (1.80, -3.42, -0.85)  -0.25
C (1.94, -3.05, 0.57)  -0.02
C (-1.58, -3.88, -1.97)  0.04
H (2.09, -2.68, -1.59)  0.10
H (2.50, -4.21, -1.13)  0.14
H (1.17, -2.28, 0.68)  0.06
H (2.95, -2.76, 0.83)  0.10
H (1.71, -3.91, 1.20)  0.10
H (-2.48, -3.37, -1.63)  0.09
H (-1.57, -4.80, -1.37)  0.10
H (-1.70, -4.33, -2.95)  0.12

---

This record from the OMol25 dataset describes C4H4N as an isolated structure. The level of theory is wB97M-V/def2-TZVPD.

Computed properties:
Frontier orbital gap (alpha / beta) ... 8.202 / 8.202 eV
Total charge ... +1
Energy above the lowest of the compared OMol25 structures with the same formula, charge and spin ... 2.4391 eV

Last column: natural (NBO) charge in e.
CARTESIAN COORDINATES (ANGSTROEM)
C (1.21, 1.18, -1.81)  0.37
C (-1.15, -0.58, 0.29)  -0.09
C (-0.20, 0.11, -0.24)  0.12
C (-0.33, -0.65, 1.52)  -0.20
N (0.53, 0.58, -1.09)  -0.23
H (1.63, 1.66, -2.71)  0.31
H (-2.06, -0.93, 0.04)  0.24
H (0.09, 0.16, 2.16)  0.26
H (0.26, -1.53, 1.84)  0.24

---

Table of maximum force (eV/A), in record order: 0.1, 5.9, 3.3, 10.6, 7.3
Table of DFT total energy (hartree), in record order: -2745.04104, -382.42557, -592.46444, -1886.17763, -209.07490